[1]
Entry from the Open Molecules 2025 dataset: a 2-piece molecular cluster, CN2O2S overall (ωB97M-V with the def2-TZVPD basis set).

Values from the calculation:
Molecular weight: 104.09 u
Calculated total energy: -18941.0997 eV
Gap between HOMO and LUMO (alpha / beta): 4.2109 / 4.2018 eV
Net charge: 0

Geometry (Å):
C1 1.513 -0.528 0.223
N1 2.475 -0.568 -0.450
N2 -2.035 0.518 -0.206
O1 -1.773 1.593 -0.532
O2 0.384 -0.481 0.621
S1 -2.785 -0.702 0.189


[2]
Entry from the Open Molecules 2025 dataset: a 7-piece molecular cluster, C36H71Br2FNO6 overall (ωB97M-V with the def2-TZVPD basis set).

Values from the calculation:
Molecular weight: 792.77 u
Calculated total energy: -195045.2442 eV
Gap between HOMO and LUMO: 6.4242 eV
Net charge: +1

Geometry (Å):
C1 -1.721 2.333 -1.407
C2 -1.342 2.559 -0.054
N1 0.008 2.213 0.550
C3 1.091 2.247 -0.506
C4 1.155 3.457 -1.487
C5 2.395 4.430 -1.251
F1 3.090 4.674 -2.435
C6 0.440 3.194 1.619
C7 -0.629 4.099 2.322
C8 1.381 2.607 2.749
C9 1.716 3.590 3.933
C10 -0.256 0.790 1.001
Br1 -1.574 0.790 2.537
C11 0.825 -0.329 1.225
C12 2.374 -0.151 1.241
Br2 0.429 -1.225 2.990
H1 -2.010 1.310 -1.780
H2 -1.775 3.160 -2.157
H3 -2.206 2.852 0.598
H4 1.138 1.262 -1.046
H5 2.052 2.288 0.078
H6 1.313 3.050 -2.525
H7 0.262 4.116 -1.544
H8 1.976 5.428 -0.945
H9 3.061 4.100 -0.418
H10 1.126 3.958 1.150
H11 -1.082 3.598 3.218
H12 -0.144 5.031 2.725
H13 -1.464 4.496 1.704
H14 1.067 1.636 3.193
H15 2.375 2.427 2.246
H16 0.921 3.694 4.704
H17 2.710 3.265 4.373
H18 1.915 4.598 3.465
H19 -0.937 0.349 0.214
H20 0.651 -1.194 0.520
H21 2.803 -1.194 1.216
H22 2.804 0.282 2.182
H23 2.819 0.329 0.327
C13 1.714 -3.499 6.512
C14 2.941 -3.402 7.397
C15 4.029 -3.940 6.486
O1 3.644 -3.610 5.145
C16 2.285 -3.159 5.147
H24 0.902 -2.834 6.810
H25 1.334 -4.525 6.514
H26 3.142 -2.354 7.640
H27 2.855 -3.957 8.331
H28 4.103 -5.031 6.557
H29 5.009 -3.511 6.702
H30 2.290 -2.078 4.976
H31 1.739 -3.638 4.331
C17 -1.021 -5.259 -1.081
C18 0.339 -5.276 -1.757
C19 0.489 -3.832 -2.200
O2 -0.226 -3.030 -1.246
C20 -1.025 -3.893 -0.422
H32 -1.171 -6.074 -0.372
H33 -1.812 -5.314 -1.836
H34 1.114 -5.526 -1.026
H35 0.410 -5.984 -2.583
H36 0.038 -3.667 -3.182
H37 1.532 -3.511 -2.239
H38 -0.562 -3.929 0.572
H39 -2.030 -3.478 -0.323
C21 -1.577 -1.066 -6.715
C22 -1.570 -0.282 -5.417
C23 -0.906 -1.259 -4.464
O3 0.000 -2.046 -5.245
C24 -0.259 -1.815 -6.636
H40 -1.659 -0.443 -7.606
H41 -2.410 -1.775 -6.717
H42 -0.950 0.614 -5.528
H43 -2.562 0.029 -5.085
H44 -1.639 -1.938 -4.014
H45 -0.358 -0.758 -3.662
H46 0.564 -1.212 -7.036
H47 -0.282 -2.767 -7.168
C25 -5.514 -6.556 -3.914
C26 -5.261 -7.758 -3.025
C27 -3.748 -7.742 -2.898
O4 -3.341 -6.370 -2.989
C28 -4.453 -5.582 -3.434
H48 -6.525 -6.156 -3.835
H49 -5.332 -6.822 -4.959
H50 -5.720 -7.599 -2.045
H51 -5.643 -8.695 -3.431
H52 -3.274 -8.289 -3.720
H53 -3.401 -8.165 -1.953
H54 -4.812 -4.993 -2.582
H55 -4.126 -4.896 -4.218
C29 -5.194 4.100 -5.609
C30 -5.251 4.911 -4.329
C31 -4.609 3.966 -3.329
O5 -3.658 3.176 -4.058
C32 -3.868 3.376 -5.465
H56 -5.251 4.704 -6.515
H57 -6.015 3.378 -5.628
H58 -4.642 5.814 -4.434
H59 -6.258 5.212 -4.043
H60 -5.349 3.286 -2.894
H61 -4.102 4.494 -2.518
H62 -3.040 3.983 -5.846
H63 -3.857 2.413 -5.978
C33 6.180 5.713 5.928
C34 6.639 4.479 6.679
C35 5.336 3.728 6.875
O6 4.496 4.052 5.755
C36 5.082 5.153 5.044
H64 6.972 6.204 5.362
H65 5.761 6.440 6.630
H66 7.318 3.894 6.051
H67 7.148 4.699 7.617
H68 4.823 4.053 7.786
H69 5.478 2.647 6.923
H70 5.488 4.767 4.102
H71 4.311 5.891 4.813


[3]
Entry from the Open Molecules 2025 dataset: a 3-piece molecular cluster, C37H54BF3N3O7P overall (ωB97M-V with the def2-TZVPD basis set).

Values from the calculation:
Molecular weight: 751.63 u
Calculated total energy: -76163.6558 eV
Expectation value of S²: 2.0082
2S+1: 3
Gap between HOMO and LUMO (alpha / beta): 7.1708 / 7.1703 eV
Net charge: 0

Geometry (Å):
C1 4.336 6.778 2.838
C2 3.085 6.448 2.019
O1 3.082 5.098 1.503
B1 2.486 4.159 2.296
O2 2.854 4.035 3.645
C3 1.345 3.229 1.731
C4 0.282 3.888 1.122
C5 -0.790 3.169 0.625
C6 -0.797 1.775 0.710
C7 0.272 1.088 1.313
P1 0.196 -0.739 1.386
N1 0.783 -1.461 0.123
C8 1.348 1.828 1.837
C9 2.522 1.128 2.484
C10 3.817 1.349 1.681
O3 3.457 1.539 0.340
C11 4.842 0.221 1.862
F1 4.639 -0.484 2.973
F2 6.080 0.746 1.934
F3 4.841 -0.621 0.836
C12 -2.018 1.108 0.143
O4 -1.993 0.107 -0.511
C13 -3.287 1.840 0.423
C14 -4.443 1.145 0.750
C15 -5.586 1.883 1.038
C16 -5.559 3.277 0.992
C17 -4.406 3.969 0.645
C18 -3.263 3.232 0.363
C19 -1.962 3.853 0.017
O5 -1.858 4.811 -0.696
H1 4.048 7.242 3.777
H2 4.879 5.874 3.079
H3 4.966 7.488 2.313
H4 3.017 7.083 1.146
H5 2.211 6.608 2.648
H6 3.759 3.710 3.694
H7 0.284 4.967 1.055
H8 -1.170 -1.044 1.537
H9 0.861 -1.190 2.543
H10 1.133 -0.806 -0.568
H11 2.332 0.067 2.561
H12 2.611 1.479 3.508
H13 4.316 2.246 2.049
H14 4.032 2.209 -0.042
H15 -4.442 0.068 0.793
H16 -6.506 1.388 1.304
H17 -6.466 3.803 1.246
H18 -4.392 5.047 0.616
C20 -2.601 -7.188 0.259
C21 -1.664 -5.957 0.384
C22 -0.196 -6.389 0.290
C23 0.368 -7.022 1.561
C24 0.069 -6.151 2.779
C25 -1.417 -5.832 2.920
N2 -1.944 -5.230 1.660
O6 -1.557 -4.002 1.555
C26 -2.186 -7.113 3.292
C27 -1.639 -4.873 4.084
C28 -1.971 -5.053 -0.806
H19 -3.468 -7.097 0.913
H20 -2.994 -7.277 -0.753
H21 -2.099 -8.128 0.489
H22 0.415 -5.515 0.044
H23 -0.090 -7.084 -0.546
H24 -0.031 -8.031 1.701
H25 1.449 -7.138 1.456
H26 0.419 -6.644 3.689
H27 0.636 -5.218 2.695
H28 -3.259 -6.920 3.347
H29 -1.859 -7.460 4.272
H30 -2.026 -7.939 2.604
H31 -1.064 -3.955 3.975
H32 -1.325 -5.351 5.012
H33 -2.693 -4.605 4.175
H34 -2.992 -4.670 -0.761
H35 -1.860 -5.627 -1.726
H36 -1.290 -4.205 -0.868
C29 0.853 0.693 -5.795
C30 0.075 0.605 -4.455
C31 -1.300 1.271 -4.591
C32 -1.281 2.800 -4.548
C33 -0.482 3.298 -3.345
C34 0.927 2.711 -3.300
N3 0.878 1.223 -3.359
O7 0.515 0.748 -2.211
C35 1.762 3.296 -4.455
C36 1.628 3.139 -2.023
C37 -0.135 -0.879 -4.173
H37 1.916 0.863 -5.627
H38 0.780 -0.240 -6.351
H39 0.481 1.483 -6.449
H40 -1.947 0.916 -3.782
H41 -1.760 0.934 -5.523
H42 -0.874 3.208 -5.477
H43 -2.306 3.171 -4.480
H44 -0.420 4.388 -3.356
H45 -1.018 3.031 -2.429
H46 2.759 2.854 -4.476
H47 1.876 4.371 -4.310
H48 1.313 3.165 -5.436
H49 1.070 2.844 -1.136
H50 1.735 4.224 -1.993
H51 2.623 2.695 -1.956
H52 0.815 -1.392 -4.013
H53 -0.632 -1.337 -5.028
H54 -0.764 -1.049 -3.301


[4]
Entry from the Open Molecules 2025 dataset: a 5-piece molecular cluster, C34H24NO20PS overall (ωB97M-V with the def2-TZVPD basis set).

Values from the calculation:
Molecular weight: 829.59 u
Calculated total energy: -98210.4014 eV
SMILES string: N=P(O)(O)c1cccc2c1C(=O)C(S)=CC2=O.O=C1C=C(O)C(=O)C=C1O.O=C1C=C(O)C(=O)C=C1O.O=C1C=C(O)C(=O)C=C1O.O=C1C=C(O)C(=O)C=C1O
Gap between HOMO and LUMO: 7.2868 eV
Net charge: 0

Geometry (Å):
N1 6.007 0.414 1.222
P1 4.718 -0.053 0.499
O1 5.062 -0.667 -0.935
O2 4.037 -1.214 1.361
C1 3.469 1.248 0.290
C2 3.844 2.586 0.396
C3 2.922 3.614 0.249
C4 1.583 3.339 0.011
C5 1.192 2.013 -0.073
C6 2.117 0.977 0.044
C7 1.585 -0.401 -0.114
O3 2.188 -1.277 -0.668
C8 0.219 -0.593 0.443
S1 -0.176 -2.139 1.219
C9 -0.665 0.396 0.337
C10 -0.236 1.665 -0.300
O4 -0.976 2.340 -0.958
H1 5.998 1.387 1.486
H2 5.842 -1.223 -0.785
H3 3.574 -1.864 0.813
H4 4.874 2.838 0.592
H5 3.272 4.631 0.309
H6 0.858 4.127 -0.108
H7 -0.118 -1.772 2.506
H8 -1.662 0.285 0.731
O5 8.315 8.253 2.722
C11 7.517 7.781 1.937
C12 7.720 6.530 1.225
C13 6.787 6.099 0.366
O6 6.900 4.968 -0.320
C14 5.523 6.873 0.110
O7 4.735 6.411 -0.697
C15 5.308 8.110 0.835
C16 6.240 8.542 1.697
O8 6.116 9.660 2.397
H9 8.632 5.983 1.415
H10 6.097 4.902 -0.873
H11 4.389 8.649 0.655
H12 6.928 9.735 2.935
O9 -3.002 -1.610 -0.721
C17 -3.903 -2.416 -0.878
C18 -5.167 -2.090 -1.516
C19 -6.114 -3.030 -1.633
O10 -7.292 -2.808 -2.201
C20 -5.911 -4.430 -1.118
O11 -6.830 -5.216 -1.246
C21 -4.636 -4.761 -0.505
C22 -3.691 -3.822 -0.388
O12 -2.508 -4.063 0.180
H13 -5.303 -1.081 -1.880
H14 -7.779 -3.653 -2.148
H15 -4.498 -5.770 -0.154
H16 -2.001 -3.222 0.164
O13 -7.435 -3.361 6.560
C23 -6.944 -3.800 5.538
C24 -5.628 -3.429 5.046
C25 -5.177 -3.954 3.900
O14 -3.985 -3.665 3.388
C26 -5.998 -4.923 3.093
O15 -5.515 -5.331 2.053
C27 -7.304 -5.310 3.592
C28 -7.754 -4.788 4.741
O16 -8.934 -5.093 5.262
H17 -5.048 -2.731 5.634
H18 -3.905 -4.178 2.559
H19 -7.878 -6.017 3.010
H20 -9.008 -4.575 6.088
O17 0.287 -2.561 -7.066
C29 0.384 -1.822 -6.104
C30 -0.607 -0.824 -5.744
C31 -0.406 -0.044 -4.673
O18 -1.268 0.885 -4.281
C32 0.831 -0.170 -3.826
O19 0.942 0.590 -2.881
C33 1.812 -1.181 -4.167
C34 1.607 -1.962 -5.237
O20 2.455 -2.910 -5.615
H21 -1.489 -0.743 -6.363
H22 -0.888 1.304 -3.483
H23 2.686 -1.271 -3.536
H24 2.066 -3.316 -6.414